ORCA calculation (ωB97M-V/def2-TZVPD) on a molecular structure, C43H61Cl2MoN4O2Si2Te at a distorted geometry.

XYZ file:
```
116
Properties=species:S:1:pos:R:3:forces:R:3:lowdin_charge:R:1
Te -0.22966 1.31398 2.13641 0.03 0.23 0.78 1.39
Mo -0.81050 -0.58958 -0.23814 2.22 1.69 -1.22 1.57
Cl -4.73157 -4.00639 -4.69773 -0.07 -0.03 0.00 0.70
Cl -2.68585 -2.50056 -6.58598 0.02 0.02 -0.06 0.70
Si 1.57020 3.50036 3.88959 0.07 -0.01 0.07 0.43
Si -3.56079 2.76715 2.15937 0.07 0.00 -0.04 0.47
O 0.15430 0.70025 -4.14618 0.07 -0.03 0.04 0.09
O -4.66368 -1.84933 -0.08516 0.01 -0.02 0.04 0.11
N -1.60117 -1.33370 1.59310 -0.79 -1.03 1.16 -0.12
N -0.92845 -0.16504 -2.29069 -0.33 -0.67 -0.15 -0.04
N -0.66708 2.10112 -1.04295 0.07 -0.39 0.07 0.05
N -2.51248 -1.42715 -0.81684 -0.32 -0.17 -0.03 -0.07
C -1.75793 -1.89898 3.92199 -0.26 0.01 0.17 -0.03
C -2.92530 -1.59180 1.49630 0.06 -0.01 0.33 -0.18
C -0.19633 2.09524 -2.28466 0.28 0.17 -0.05 -0.21
C -3.71367 -1.94152 2.57399 -0.16 0.08 -0.08 0.03
C 1.03204 -1.41596 -0.22801 -0.89 -0.07 -0.47 -0.14
C 3.21778 -0.05178 1.13090 0.07 -0.03 -0.10 -0.07
C 0.25305 3.23354 -2.93751 0.00 -0.11 0.03 0.03
C 3.29506 -0.13594 -0.40026 0.00 -0.02 -0.01 -0.54
C 4.78252 -0.33351 -0.71740 -0.11 0.02 -0.06 -0.04
C 2.42077 -1.33856 -0.84058 0.36 0.26 0.47 -0.16
C 4.23051 -2.88225 -3.01255 -0.10 0.05 -0.01 -0.02
C -1.34520 -4.40454 -0.88275 0.11 -0.04 -0.01 -0.02
C 3.06684 -1.97689 -3.45748 0.11 0.01 -0.07 -0.52
C -3.13291 -2.07225 3.82449 0.30 0.04 -0.09 0.00
C -0.02019 -3.94497 1.18975 0.01 -0.06 -0.14 -0.04
C 0.17985 4.44576 -2.27372 0.01 -0.02 0.04 -0.02
C -1.03716 -1.54371 2.80191 0.25 0.02 -0.20 -0.25
C -2.67681 -1.73002 -2.17359 0.04 0.03 -0.44 -0.22
C -0.35445 4.46748 -0.99369 -0.07 -0.06 0.01 -0.02
C -3.84241 2.01502 0.45447 -0.05 0.15 0.22 -0.16
C 2.14908 5.29086 3.89625 -0.02 -0.27 0.06 -0.17
C -2.13377 1.82085 3.02730 -0.17 0.07 -0.19 -0.49
C 3.61402 -0.65351 -4.01638 -0.03 -0.15 0.16 -0.03
C -0.01849 -3.87064 -0.34232 -0.13 -0.03 0.10 -0.51
C 2.77728 1.17107 -0.98586 -0.04 -0.11 -0.02 -0.02
C 2.98885 2.26556 3.98519 -0.15 0.28 -0.03 -0.18
C 0.91432 -2.44603 -2.25071 0.17 0.17 -0.22 -0.05
C -2.70221 -2.20634 -4.88911 -0.08 -0.01 0.15 -0.67
C 0.66160 3.26761 2.22262 0.15 -0.17 0.35 -0.52
C -3.15782 4.62031 2.10979 0.01 -0.29 -0.08 -0.16
C 0.40420 3.14424 5.33050 0.09 0.11 -0.28 -0.19
C -1.75032 -1.06955 -2.99196 -0.22 -0.14 -0.10 -0.21
C -3.60532 -2.61238 -2.70137 -0.03 0.04 0.12 -0.04
C 0.32608 -2.46308 -0.89305 -0.29 0.37 0.53 -0.28
C 2.35806 -2.67378 -4.62894 0.02 0.07 0.07 -0.05
C -0.25379 0.78769 -3.00658 0.02 0.00 -0.05 -0.44
C -1.78722 -1.30641 -4.36386 0.12 0.03 0.02 -0.03
C 2.10719 -1.82661 -2.28406 -0.38 -0.20 0.01 -0.08
C -3.49064 -1.62332 0.11220 -0.16 0.06 -0.14 -0.47
C -0.75518 3.27080 -0.42196 -0.20 0.18 -0.09 -0.21
C -5.09962 2.55647 3.21950 0.23 -0.06 -0.05 -0.18
C 1.11725 -4.80463 -0.81513 -0.02 0.08 -0.02 -0.03
C -3.61065 -2.86414 -4.06236 0.11 0.05 -0.02 -0.68
H -1.46542 -5.45079 -0.59520 0.01 -0.01 0.00 0.10
H -0.47033 5.38937 -0.43971 0.01 0.00 -0.02 0.12
H -1.10979 -0.79933 -5.02809 0.06 -0.04 -0.02 0.10
H -5.40281 1.51338 3.32816 0.03 -0.02 -0.04 0.03
H 1.30409 5.98028 3.94750 -0.03 -0.03 0.01 0.03
H 0.52243 5.35637 -2.74675 -0.02 0.00 0.00 0.12
H 0.94774 3.20667 6.27499 0.03 0.01 -0.01 0.04
H -3.72008 -2.34341 4.69091 -0.02 -0.01 -0.01 0.13
H -3.31049 5.04113 1.11432 0.02 0.00 -0.01 0.03
H -0.98198 -3.66480 1.60835 -0.01 -0.01 0.02 0.06
H 0.03793 -1.46878 2.84936 0.02 0.09 -0.05 0.08
H -0.10499 4.02838 2.08193 -0.03 -0.06 0.02 0.00
H 3.05356 -2.74211 -5.46595 -0.01 -0.01 -0.01 0.09
H 4.84736 -3.12644 -3.87863 0.04 0.00 0.03 0.09
H 2.79039 5.48849 4.75737 0.00 0.01 0.00 0.04
H 1.36033 3.34284 1.38658 0.00 -0.04 0.00 0.02
H -2.13704 4.84747 2.42261 0.01 0.00 -0.01 0.01
H 2.04355 -3.68795 -4.37738 -0.01 0.01 0.00 0.09
H 0.93794 -5.81022 -0.43296 -0.02 0.01 0.01 0.09
H 3.84850 -3.81503 -2.59119 0.02 -0.02 -0.03 0.09
H 3.51738 2.38082 4.93381 -0.01 0.01 0.01 0.04
H -3.82543 5.15207 2.78996 0.01 0.00 0.01 0.04
H -0.00459 2.13356 5.25555 0.02 0.00 0.05 0.01
H -4.13694 2.76939 -0.27745 -0.02 0.01 0.00 0.05
H 0.76754 -3.31771 1.61260 -0.01 -0.02 0.06 0.08
H -4.76460 -2.12275 2.39365 0.01 0.00 -0.02 0.13
H -1.86472 2.36661 3.93423 0.08 -0.09 0.04 0.00
H 0.46247 -2.98890 -3.06775 0.06 0.02 -0.05 0.12
H 3.60668 -0.96203 1.59481 -0.02 -0.01 0.02 0.10
H -2.51334 0.84617 3.34831 -0.01 0.00 0.04 -0.01
H -4.32520 -3.09734 -2.06041 0.00 -0.04 -0.04 0.11
H -1.24099 -2.05215 4.85873 0.04 0.01 -0.02 0.13
H 3.45698 1.99776 -0.76797 -0.03 0.01 0.03 0.10
H 3.82421 0.78445 1.48290 -0.01 -0.02 0.00 0.08
H 2.65615 1.09912 -2.06574 -0.02 0.07 -0.09 0.08
H 0.17012 -4.97331 1.49993 -0.02 0.00 0.00 0.10
H 4.86316 -2.40284 -2.26914 0.03 -0.04 0.00 0.06
H 1.80344 1.39576 -0.54437 -0.07 0.13 -0.04 0.05
H -5.92999 3.09403 2.75545 0.00 0.00 -0.01 0.04
H 3.71692 2.40860 3.18497 -0.01 0.00 -0.01 0.03
H -2.93883 1.54359 0.06837 0.08 -0.08 -0.08 -0.02
H 1.49246 -2.09658 -4.95884 -0.04 -0.04 -0.01 0.09
H -0.42570 3.85216 5.38485 -0.01 0.00 -0.02 0.03
H -1.17866 3.24520 0.57121 -0.11 0.15 -0.20 0.02
H 5.35981 0.45156 -0.22620 0.01 0.00 0.00 0.09
H -4.63618 1.26585 0.48465 0.02 -0.05 0.01 0.04
H 1.17608 -4.85963 -1.90016 0.03 -0.05 0.00 0.08
H 4.29212 -0.87750 -4.84170 -0.01 0.04 -0.01 0.09
H 0.63589 3.13574 -3.94352 0.00 0.01 0.01 0.13
H 5.13423 -1.29393 -0.33423 0.02 0.02 0.00 0.09
H 2.08226 -4.46599 -0.43019 0.03 -0.01 -0.04 0.09
H 2.71759 5.53046 2.99560 0.03 -0.03 0.00 0.03
H 4.17176 -0.08027 -3.28111 -0.11 0.04 -0.15 0.05
H 2.19630 0.09830 1.47909 -0.02 -0.03 0.03 -0.01
H 2.94312 -2.21544 -0.41454 -0.06 0.00 0.12 0.16
H -4.95929 2.97159 4.21956 0.02 0.01 -0.01 0.04
H -1.38455 -4.34693 -1.97194 -0.03 -0.01 0.01 0.09
H -2.19000 -3.84831 -0.47613 0.03 -0.06 -0.04 0.07
H 2.80020 -0.04375 -4.39808 -0.13 0.14 -0.06 0.08
H 5.00030 -0.28272 -1.77948 0.10 -0.05 0.14 0.06
H 2.61876 1.23930 3.93841 0.00 0.00 -0.02 0.02
```
Forces are in eV/Å.

Computed properties:
spin multiplicity	1
ΔE to the lowest compared entry with this formula, charge and spin	292.63	kJ/mol
HOMO energy (spin up / spin down)	-10.004 / -10.049	eV
LUMO (spin up / spin down)	-0.15950 / -0.15801	Eh
gap between HOMO and LUMO (spin up / spin down)	5.66 / 5.75	eV
total charge	+1